(1)
DFT (ωB97M-V with the def2-TZVPD basis set) results for a molecular structure, C24H20BrClF16I2NO6P in a non-equilibrium geometry.

Properties
E in eV: -190521.7220
F_max in hartree/bohr: 0.0608
Frontier orbital gap in eV: 8.11
E_LUMO in Eh: -0.0250
Energy above the lowest of the compared OMol25 structures with the same formula, charge and spin in kcal per mole: 46.94

Atoms and positions in Å:
I -3.5983 0.0415 3.8100
I -0.1654 0.6281 3.6961
Br 3.5789 1.0072 0.5435
Cl -0.6001 7.8199 1.5853
P -2.2219 6.9300 0.5314
F -5.0632 -2.6750 -2.4006
F -7.1558 -1.7442 -4.2709
F 7.3556 -1.5356 1.7880
F -5.1168 -0.2964 -1.3190
F -4.8361 -0.8862 -4.1487
F 6.1531 -2.3435 4.3674
F 6.9632 0.0136 3.2615
F 6.7907 -5.9647 1.8520
F -5.9639 -4.1338 -3.7376
F 9.2328 -4.7687 2.2955
F 8.2965 -3.1810 3.4352
F 6.9941 -3.9936 0.9692
F -5.6619 1.7210 -1.9021
F -3.5540 0.6559 -3.3247
F 4.4353 -1.2015 3.7464
F -8.5003 -2.9943 -3.1444
O 0.0658 6.2256 -1.2674
O -3.5162 6.7386 1.5965
O -2.1401 4.2563 2.1294
O -7.5234 -1.3236 -2.1014
O 5.0175 -2.9366 2.5279
O 0.4507 -0.3997 0.2647
N -1.6943 5.3051 0.0241
C -4.8475 0.3404 -3.5973
C -2.7543 0.9526 2.0280
C -6.2173 -3.3038 -2.6986
C 0.2618 0.9464 -0.0113
C 6.3708 -0.8998 2.4554
C 8.1269 -4.4471 3.0136
C -0.8030 3.1433 0.4200
C 5.5293 -4.2431 2.7954
C 1.9921 0.7468 -1.9969
C 6.8747 -4.6357 2.1535
C -0.4693 5.2928 -0.7632
C -1.4100 1.1649 1.9886
C 0.8327 2.9889 -1.4845
C 1.0046 1.5738 -1.1229
C 5.5122 -1.8660 3.2810
C -3.6541 1.3360 0.8204
C -7.1659 0.0186 -2.4375
C 3.3443 -1.3537 -1.2365
C -7.3356 -2.3190 -3.0652
C -5.6825 0.4210 -2.3171
C -1.6665 4.2855 1.0291
C -0.0815 3.7901 -0.6911
C 3.2923 0.2341 -1.2453
C -0.6516 1.7554 0.7993
H 4.1673 0.5551 -1.8732
H -5.2136 1.0528 -4.3423
H -6.5085 -3.9044 -1.8340
H 3.7205 -1.6650 -2.2453
H 4.0649 -1.6949 -0.4542
H 2.3385 -1.7814 -1.0058
H 4.7862 -4.9078 2.3514
H -3.1509 1.2798 -0.1728
H 1.3815 3.4370 -2.3389
H -7.6955 0.6201 -1.6966
H -4.1475 2.3251 1.0147
H -0.0201 -0.9339 -0.4042
H 5.5048 -4.4702 3.8630
H 2.3184 1.3903 -2.8567
H 8.0963 -5.1034 3.8885
H 5.7532 -0.3734 1.7252
H -3.1570 6.5047 2.4784
H -4.4944 0.5874 0.7887
H 1.4239 -0.1221 -2.4138
H -7.5931 0.3172 -3.3967

=====

(2)
DFT (ωB97M-V with the def2-TZVPD basis set) results for a molecular structure, C56H42IMoN4O4S2Si in a non-equilibrium geometry.

Properties
E in eV: -112410.4771
Total charge: -1
F_max in hartree/bohr: 0.0610
Frontier orbital gap (alpha / beta) in eV: 5.81 / 5.12
E_LUMO (alpha / beta) in Eh: 0.0535 / 0.0301
Energy above the lowest of the compared OMol25 structures with the same formula, charge and spin in kcal per mole: 111.20
2S+1: 3

Atoms and positions in Å:
I -0.6614 -2.2667 1.0143
Mo -0.3909 0.4482 0.1946
S 0.0136 -2.9042 -1.9650
S 2.3227 -1.3621 -0.2012
Si -0.6278 3.7718 -0.9944
O 1.2759 1.0547 0.9089
O 0.2794 2.2955 6.0450
O -0.6909 2.4424 -0.0892
O -0.5454 0.0330 -1.5879
N 3.4944 3.1219 2.7631
N -0.8420 0.7205 2.2176
N 4.0837 -5.7793 -5.5585
N 6.9684 -3.9316 -3.2850
C 3.0360 0.4126 -3.8284
C 2.0333 4.7807 -1.1932
C 4.0588 -2.6939 -1.8154
C 1.7003 1.8147 1.8901
C 3.2254 5.1124 -1.8237
C -1.1947 6.5135 -0.3132
C -0.9358 7.4599 1.8851
C 0.9169 2.0961 3.0062
C -6.7958 2.6956 0.2189
C 0.7405 -0.7122 -4.9096
C -1.9341 3.7560 -2.3448
C 3.8146 -5.0671 -4.6942
C 1.7187 -3.1053 -2.2795
C 0.6265 3.3845 5.1816
C -0.6147 6.2028 2.3794
C -2.4934 0.2715 0.7213
C 4.4395 -3.5385 -2.8448
C -0.8568 5.2401 0.1606
C -5.3537 0.5243 -0.7290
C 2.4030 4.1474 -3.8652
C 1.8776 0.3458 -3.0692
C -6.5162 0.9222 -1.3757
C 2.7163 3.4246 3.8243
C 3.8475 2.0419 0.6045
C -2.0179 -1.4382 2.4617
C -0.3822 1.4485 3.1466
C -0.4830 -0.4047 -2.7890
C 1.2154 3.8128 -3.2252
C -0.5789 5.1061 1.5229
C -3.8660 2.7045 -3.3759
C -2.9077 2.7530 -2.3668
C -5.6419 2.2877 0.8727
C 3.0145 2.3512 1.8105
C -3.6965 0.7527 1.1103
C 0.7292 -0.2449 -3.5922
C -4.9027 1.2026 0.4015
C 2.1205 -3.9502 -3.3179
C 1.4368 2.9634 3.9882
C -1.7856 -0.8144 -3.4002
C 1.8895 -0.6235 -5.6718
C -3.4450 0.7148 2.6235
C -2.1263 0.0313 2.1906
C -4.0626 -1.3740 3.7966
C -2.9244 -2.0902 3.1793
C -1.2359 7.6128 0.5364
C -4.3284 -0.0965 3.5297
C 2.7093 -2.4421 -1.5023
C 3.4111 4.7956 -3.1641
C -3.8718 3.6651 -4.3791
C 1.0004 4.1254 -1.8792
C 3.0473 -0.0755 -5.1259
C -2.9104 4.6703 -4.3793
C 3.4568 -4.1798 -3.6152
C -1.9515 4.7083 -3.3754
C -7.2411 2.0091 -0.9052
C 5.8450 -3.7596 -3.1010
H -1.1920 5.4847 -3.4014
H -4.7866 -0.3289 -1.0856
H -6.8623 0.3768 -2.2459
H -5.2923 2.8284 1.7461
H 3.9555 -0.0328 -5.7154
H 1.3572 -4.4403 -3.9086
H 1.0901 1.8283 6.2728
H 0.4372 3.3127 -3.7925
H 3.8262 0.9713 0.3835
H 3.1618 4.0794 4.5681
H 4.8215 -2.1978 -1.2302
H -1.4926 8.5910 0.1460
H 3.9286 0.8497 -3.3973
H 4.3367 5.0609 -3.6620
H -7.3500 3.5513 0.5862
H -0.9507 8.3184 2.5467
H -4.6234 3.6296 -5.1595
H -0.1479 -1.1675 -5.3304
H 4.0072 5.6213 -1.2713
H -8.1460 2.3229 -1.4123
H 1.8897 -0.9961 -6.6885
H 1.1783 4.1507 5.7310
H -0.3228 3.8198 4.8680
H -2.0258 -0.1582 -4.2431
H 3.4392 2.5585 -0.2696
H -2.9029 5.4151 -5.1671
H -0.3813 6.0777 3.4317
H -5.1931 0.3886 3.9733
H -0.3229 4.1272 1.9096
H 1.8946 5.0483 -0.1484
H -1.4308 6.6499 -1.3649
H -0.9506 1.5656 4.0665
H -1.7323 -1.8435 -3.7440
H -2.8687 -3.1676 3.2955
H 1.8721 0.7485 -2.0704
H -4.7122 -1.9389 4.4574
H 2.5441 3.8937 -4.9093
H -2.9091 2.0031 -1.5794
H 4.8679 2.3772 0.7746
H -2.5678 -0.7244 -2.6481
H -3.2810 1.7160 3.0386
H -4.6109 1.9166 -3.3763

=====

(3)
DFT (ωB97M-V with the def2-TZVPD basis set) results for C4H6N2O in the gas phase.

Properties
E in eV: -9272.5922
SMILES: Nc1ccc(O)[nH]1
F_max in hartree/bohr: 0.0057
Frontier orbital gap in eV: 8.39
E_LUMO in Eh: 0.0299
Energy above the lowest of the compared OMol25 structures with the same formula, charge and spin in kcal per mole: 20.98

Atoms and positions in Å:
O 0.2496 -2.2269 1.3304
N 0.4143 0.0323 0.8092
N 0.3456 2.3086 -0.1437
C -0.0021 -1.2159 0.4588
C -0.6187 -1.1607 -0.7633
C 0.0686 0.9286 -0.2022
C -0.5676 0.2104 -1.1737
H -1.0603 -1.9912 -1.2995
H -0.0493 2.7628 0.6708
H -0.9683 0.6324 -2.0848
H -0.1069 -3.0402 0.9540
H 1.3345 2.5183 -0.1844
H 0.9606 0.2415 1.6284

=====

(4)
DFT (ωB97M-V with the def2-TZVPD basis set) results for a molecular structure, C34H58AlCl2NO16P in a non-equilibrium geometry.

Properties
E in eV: -111384.8484
Total charge: -1
F_max in hartree/bohr: 0.0457
Frontier orbital gap in eV: 4.70
E_LUMO in Eh: 0.0556
Energy above the lowest of the compared OMol25 structures with the same formula, charge and spin in kcal per mole: 36.77

Atoms and positions in Å:
Cl 3.4078 2.5867 -4.1651
Cl 0.9880 1.0672 -0.7603
P 0.2453 5.4898 -1.2547
Al 0.9147 4.0754 -3.0057
O -2.7118 -7.8765 7.1015
O -1.1428 6.4096 -1.7000
O 7.4183 5.2293 -3.6291
O -2.5601 -6.2813 5.5267
O -3.4163 -0.0487 -2.5091
O -1.9844 -7.3271 0.0485
O 9.1155 4.5364 -2.3318
O -0.9259 -8.6937 1.4819
O -1.1105 -3.8165 -1.7638
O -4.1030 -0.1049 5.6399
O 1.4777 6.6517 -1.0074
O 3.3036 8.0116 3.1270
O -1.1006 -3.7321 0.4802
O -4.8986 1.6319 -2.6735
O 1.7766 8.6913 1.6247
O -4.0741 -0.2207 3.3968
N 0.4648 4.9794 -4.6579
C -2.0426 -1.3523 3.0752
C -5.6675 -0.5923 -2.1116
C 8.3278 4.7985 -5.7496
C -2.2222 -7.3456 5.9541
C -1.8990 -8.0662 1.1796
C 5.0683 3.2495 -1.6058
C -3.2340 -6.6098 0.0333
C 0.5223 -5.1042 -0.6714
C -4.6608 0.4833 -2.4506
C -3.3479 -0.9719 2.4074
C 2.9694 3.9385 -3.0088
C 0.6089 9.5291 1.6464
C -4.7830 -1.6997 -1.5561
C 9.1477 4.0587 -4.7034
C 0.9149 -4.9426 -2.1334
C -3.1666 -7.9342 1.9847
C -1.4745 2.4246 -0.9125
C -0.0437 2.2780 -3.0900
C -2.0314 -9.1077 7.3945
C 7.0339 5.0678 -5.0046
C -0.6296 -4.1411 -0.5414
C -1.1902 -8.2674 5.3529
C -2.4584 -1.4959 4.5321
C -1.4755 -9.5815 6.0647
C 8.6080 4.6243 -3.4108
C 2.2864 8.5833 2.8771
C 3.6116 3.7825 -1.6059
C 0.1121 9.4838 3.0787
C -0.4553 1.6121 -1.7544
C -3.4802 -1.4654 -2.2963
C -4.1496 -7.3834 0.9630
C 1.4073 9.3198 3.8601
C -0.4033 -4.5540 -2.7756
C -3.6144 -0.5297 4.6339
H -0.9159 2.3440 -3.7636
H -4.6330 -1.5466 -0.4848
H -1.0041 -5.4243 -3.0543
H 1.2688 8.7370 4.7669
H -1.5898 -2.2480 2.6528
H -1.2448 -8.9046 8.1259
H -0.6049 -10.2278 6.1666
H 1.6308 -4.1242 -2.2327
H 6.3305 4.2338 -5.0720
H 6.5383 5.9731 -5.3495
H -0.1256 9.1427 0.9417
H 3.6408 4.7822 -1.1425
H -2.8200 -2.5015 4.7575
H -6.1792 -0.8963 -3.0266
H 1.3333 -4.8346 0.0001
H -2.7371 -9.8159 7.8255
H -6.3850 -0.2335 -1.3782
H -1.9178 3.1743 -1.5829
H 3.0189 3.1641 -0.9163
H -4.6196 -8.2082 0.4220
H 5.8049 4.0371 -1.8242
H 0.8992 10.5371 1.3377
H -0.4680 10.3621 3.3606
H -1.3225 -8.3519 4.2767
H -5.1843 -2.7032 -1.6981
H -2.2426 -10.1359 5.5192
H -3.0527 -5.5901 0.3823
H 1.3611 -5.8333 -2.5737
H -2.9921 -7.2315 2.8039
H -0.1942 -7.8865 5.5850
H -3.1960 -0.3551 1.5226
H -3.6176 -6.5707 -0.9852
H 3.3230 4.9070 -3.4036
H 1.2963 7.0176 -0.1429
H 0.1642 -6.1118 -0.4540
H 8.8168 5.7436 -5.9983
H -1.3253 -0.5349 2.9766
H -3.4818 -8.9000 2.3728
H -0.4506 4.6620 -4.9529
H 8.1831 4.2423 -6.6751
H 8.9590 2.9839 -4.7218
H -3.9431 -1.8474 2.1303
H -0.8991 2.9883 -0.1638
H 10.2122 4.2580 -4.7989
H -3.4589 -1.9648 -3.2694
H -0.5182 8.6041 3.2239
H 0.4733 5.9811 -4.5183
H -2.2222 1.8013 -0.4112
H -1.8184 5.8331 -2.0471
H 5.2425 2.4020 -2.2803
H -4.9411 -6.7722 1.3940
H 5.3123 2.8878 -0.5898
H -2.6146 -1.7830 -1.7196
H 0.6617 1.5815 -3.5807
H -0.2664 -3.9245 -3.6530
H 1.8692 10.2811 4.0930
H -0.9670 0.6717 -2.0124
H -1.6604 -1.2192 5.2159

=====

(5)
DFT (ωB97M-V with the def2-TZVPD basis set) results for 11 unconnected molecules or ions with the total composition C19H60N2O11 in a non-equilibrium geometry.

Properties
E in eV: -46172.5917
SMILES: NC(N)=O.CCO.CCO.CCO.CCO.CCO.CCO.CCO.CCO.CO.CO
F_max in hartree/bohr: 0.1541
Frontier orbital gap in eV: 8.68
E_LUMO in Eh: 0.0020
Energy above the lowest of the compared OMol25 structures with the same formula, charge and spin in kcal per mole: 36.75

Atoms and positions in Å:
O -5.1236 1.4196 -3.1519
O 2.4164 -1.6964 0.8051
O 4.9444 0.4086 -2.3859
O 0.7574 1.3486 -0.2639
O -1.8116 -2.9754 -0.4449
O -3.3486 0.9796 0.5021
O -0.6606 1.0876 -3.1029
O -1.8576 5.1486 -1.5029
O -0.0906 -4.0654 2.0461
O 2.2184 5.8666 0.8371
O 1.6074 0.5796 3.1791
N -0.9876 -0.2574 -0.6469
N 0.0014 -0.4314 1.2461
C -3.7626 1.3266 -2.8629
C -1.5916 4.3786 0.7121
C -0.7186 -3.6564 -1.1309
C -0.7786 -3.9054 3.2461
C -1.9036 3.9686 -0.7049
C -1.6466 -2.6544 3.0671
C -0.0376 0.1896 0.0931
C 2.5764 -0.1634 -2.3069
C -4.0866 0.0006 1.1051
C 2.5094 -2.8594 0.0291
C 2.5074 3.6216 0.3471
C -0.4046 0.2526 -4.2309
C -4.8136 -0.7644 0.0121
C -0.6786 -1.2124 -3.9179
C 1.2434 -0.3024 4.2261
C 3.1704 5.0156 0.4791
C 2.5324 -0.5894 4.9621
C 3.9324 -3.3074 0.1301
C 3.9114 -0.1734 -1.5609
H 2.2004 3.1166 1.2031
H -2.9386 3.7246 -0.7459
H 1.6464 3.6946 -0.3259
H -1.0346 0.6786 -5.0129
H -1.1076 -1.7154 3.2001
H -0.9256 0.1516 -1.6319
H -3.4656 1.9716 -2.0709
H -2.5856 0.5356 0.0381
H 3.9904 5.0586 1.1861
H 4.2054 -3.8274 1.0531
H -0.5196 1.9986 -3.4489
H -0.0616 -3.6564 4.0161
H 5.0504 0.0066 -3.2539
H -1.2126 -4.3444 -1.8609
H -0.5766 4.5146 0.9691
H -5.4816 -1.6274 0.3611
H 0.9134 -1.2084 3.7151
H 2.3764 -1.1324 5.8561
H 3.1694 2.9906 -0.1309
H -1.9756 3.6036 1.4761
H 2.5434 6.4706 1.4841
H -2.3686 -3.5994 0.0391
H -4.1526 -1.2084 -0.7349
H -2.2186 -2.5904 2.1471
H 1.4974 -1.4004 0.8001
H 1.9124 -3.6854 0.3611
H 0.4254 0.2426 4.7121
H -1.6056 -1.2984 -3.2269
H 2.2514 0.8226 -2.4329
H -1.0746 5.6526 -1.2919
H -2.0676 5.3426 1.0001
H -1.2356 3.1866 -1.0549
H -3.5456 -0.7034 1.7701
H 4.6844 -2.6064 -0.0809
H 4.0624 -4.0354 -0.7089
H 4.1054 -1.1674 -1.3339
H -2.4566 -2.7294 3.8251
H -1.4136 -1.2004 -0.5119
H 1.7534 -0.7194 -1.8889
H -0.0686 -3.0064 -1.7179
H -0.5416 -1.2354 1.5671
H 3.1294 0.3136 5.1571
H 0.6204 0.4406 -4.4919
H 3.2334 -1.0794 4.2781
H -5.3776 0.5086 -3.4369
H 3.8314 0.2586 -0.5959
H -5.5436 -0.0644 -0.4559
H -1.4866 -4.7454 3.4811
H 2.2954 -2.6784 -1.0329
H 0.6674 -0.0124 1.9311
H 2.6164 -0.7134 -3.2089
H -0.8256 -1.8654 -4.8469
H 0.0314 -1.7134 -3.2959
H 2.2624 1.2256 3.5601
H -3.1056 1.4576 -3.6919
H -3.7006 0.3126 -2.4539
H -0.0886 -4.2244 -0.4689
H 0.3274 -4.9234 2.0481
H 3.7094 5.3436 -0.4119
H -4.7746 0.5186 1.8131

=====

(6)
DFT (ωB97M-V with the def2-TZVPD basis set) results for a gas-phase ion, C6H10N3O2 (charge +1) in a non-equilibrium geometry.

Properties
E in eV: -14938.2245
Total charge: +1
SMILES: CC(C)/N=C(\[O-])C(=O)[NH+]=C=[NH2+]
F_max in hartree/bohr: 0.1154
Frontier orbital gap in eV: 7.65
E_LUMO in Eh: -0.2345
Energy above the lowest of the compared OMol25 structures with the same formula, charge and spin in kcal per mole: 123.53

Atoms and positions in Å:
O -1.6320 -3.9168 -1.3117
O -0.3432 -2.9079 1.1287
N 0.1080 -1.0307 -0.1242
N -0.3035 0.0724 -2.9994
N -1.2355 -1.9574 -2.2352
C -0.6152 0.6955 1.5888
C -1.0896 -2.8742 -1.1843
C 0.4988 0.1154 0.7389
C -0.6911 -0.7992 -2.1817
C 1.7162 -0.2219 1.5672
C -0.3940 -2.2277 0.1499
H 0.7816 0.9887 0.0871
H 2.0952 0.7866 2.1209
H 1.5951 -0.8476 2.4538
H -0.6667 0.2976 2.6237
H -0.5711 1.7196 1.7506
H 0.4871 0.6610 -2.6659
H -1.6516 0.5159 1.3647
H -0.8255 0.3297 -3.8703
H 2.5777 -0.5877 0.9633
H -1.7309 -2.3321 -3.1985

=====

(7)
DFT (ωB97M-V with the def2-TZVPD basis set) results for 2 unconnected molecules or ions with the total composition C3H3N2OS in a non-equilibrium geometry.

Properties
E in eV: -19019.5464
Total charge: -1
F_max in hartree/bohr: 0.0729
Frontier orbital gap in eV: 7.27
E_LUMO in Eh: 0.1383
Energy above the lowest of the compared OMol25 structures with the same formula, charge and spin in kcal per mole: 78.01

Atoms and positions in Å:
S -1.2671 -1.0422 1.8444
O -0.7503 -0.2002 -2.7722
N -0.1401 -0.0997 -1.6608
N 1.0408 2.0473 0.3165
C -0.0792 -1.3903 0.5267
C 0.4659 1.6028 1.2024
C -0.1989 -0.8134 -0.6518
H 0.4355 0.8333 -1.5151
H -0.0506 1.3158 2.1160
H 0.5439 -2.2533 0.5938